#one
Computed, not measured: 3 unconnected molecules or ions with the total composition C4H16NO3, with ωB97M-V/def2-TZVPD.

Last columns: bonded neighbours and bond lengths (Å).
Geometry (Å):
1 C -0.194 -0.866 0.617  C2 1.461, N6 1.542, H7 1.150, H8 1.079
2 C 0.061 -0.236 -0.676  C1 1.461, C3 1.545, H9 1.094, H10 1.106
3 C 0.229 1.295 -0.546  C2 1.545, C4 1.522, H11 1.130, H12 1.090
4 C 1.607 1.800 -0.143  C3 1.522, O5 1.448, H13 1.093, H14 1.103
5 O 2.611 0.964 -0.769  C4 1.448, H15 0.960
6 N -1.638 -0.740 1.142  C1 1.542, H16 1.023, H17 1.022, H18 1.034
7 H 0.537 -0.503 1.427  C1 1.150
8 H 0.049 -1.904 0.791  C1 1.079
9 H 1.056 -0.534 -1.021  C2 1.094
10 H -0.760 -0.510 -1.364  C2 1.106
11 H -0.636 1.641 0.092  C3 1.130
12 H -0.076 1.727 -1.499  C3 1.090
13 H 1.755 2.844 -0.431  C4 1.093
14 H 1.939 1.744 0.907  C4 1.103
15 H 3.104 1.448 -1.435  O5 0.960
16 H -2.112 0.166 1.106  N6 1.023
17 H -1.754 -1.225 2.034  N6 1.022
18 H -2.291 -1.309 0.577  N6 1.034
19 H -3.485 1.392 -1.478  O21 0.962
20 H -3.440 0.066 -2.270  O21 0.962
21 O -3.003 0.565 -1.572  H19 0.962, H20 0.962
22 H 2.456 -2.191 0.865  O24 0.962
23 H 2.088 -2.835 2.294  O24 0.961
24 O 1.895 -2.801 1.353  H22 0.962, H23 0.961

Total charge = +1



#two
Computed, not measured: 4 unconnected molecules or ions with the total composition C4H16NO3, with ωB97M-V/def2-TZVPD.

Last columns: bonded neighbours and bond lengths (Å).
Geometry (Å):
1 C 0.279 0.851 0.815  N2 1.494, C5 1.566, H6 1.074, H7 1.085
2 N 1.338 -0.168 0.545  C1 1.494, C3 1.498, H8 1.029, H9 1.014
3 C 2.208 -0.325 1.753  N2 1.498, C4 1.521, H10 1.085, H11 1.086
4 C 1.289 -0.057 2.935  C3 1.521, C5 1.533, H12 1.085, H13 1.085
5 C 0.218 0.888 2.380  C1 1.566, C4 1.533, H14 1.079, H15 1.082
6 H 0.448 1.838 0.427  C1 1.074
7 H -0.662 0.468 0.434  C1 1.085
8 H 1.786 -0.086 -0.378  N2 1.029
9 H 0.869 -1.056 0.398  N2 1.014
10 H 3.085 0.304 1.652  C3 1.085
11 H 2.681 -1.298 1.658  C3 1.086
12 H 0.921 -0.985 3.359  C4 1.085
13 H 1.822 0.518 3.686  C4 1.085
14 H 0.338 1.936 2.606  C5 1.079
15 H -0.795 0.642 2.672  C5 1.082
16 H -3.955 -2.619 -3.726  O18 0.960
17 H -3.654 -3.812 -4.678  O18 0.961
18 O -3.297 -3.276 -3.965  H16 0.960, H17 0.961
19 H 0.238 -0.877 -2.989  O21 0.967
20 H 1.754 -0.739 -3.309  O21 0.962
21 O 1.082 -0.555 -2.646  H19 0.967, H20 0.962
22 H -2.434 2.456 -1.916  O24 0.960
23 H -3.168 3.220 -0.714  O24 0.957
24 O -2.394 2.735 -0.999  H22 0.960, H23 0.957

Total charge = +1



#three
Computed, not measured: 4 unconnected molecules or ions with the total composition C4H16NO3, with ωB97M-V/def2-TZVPD.

Last columns: bonded neighbours and bond lengths (Å).
Geometry (Å):
1 C -0.507 0.002 0.585  C2 1.531, N5 1.487, H6 1.091, H7 1.085
2 C -2.022 -0.009 0.365  C1 1.531, C3 1.526, H8 1.095, H9 1.092
3 C -2.730 -1.114 1.145  C2 1.526, C4 1.332, H10 1.080
4 C -2.113 -2.104 1.788  C3 1.332, H11 1.086, H12 1.077
5 N 0.080 1.046 -0.296  C1 1.487, H13 1.030, H14 1.003, H15 1.024
6 H -0.161 0.256 1.588  C1 1.091
7 H -0.204 -1.028 0.430  C1 1.085
8 H -2.425 0.989 0.566  C2 1.095
9 H -2.166 -0.227 -0.695  C2 1.092
10 H -3.810 -1.090 1.145  C3 1.080
11 H -2.809 -2.754 2.311  C4 1.086
12 H -1.093 -2.449 1.765  C4 1.077
13 H 0.148 0.675 -1.254  N5 1.030
14 H -0.416 1.914 -0.212  N5 1.003
15 H 1.082 1.183 -0.138  N5 1.024
16 H 3.146 -0.030 -0.916  O18 0.944
17 H 3.291 1.211 -1.914  O18 0.978
18 O 2.699 0.537 -1.524  H16 0.944, H17 0.978
19 H 3.319 0.352 1.908  O21 0.986
20 H 2.764 -1.072 1.890  O21 0.940
21 O 2.686 -0.247 1.447  H19 0.986, H20 0.940
22 H -0.219 1.570 -3.762  O24 0.983
23 H 1.055 0.855 -3.218  O24 0.965
24 O 0.405 1.536 -3.004  H22 0.983, H23 0.965

Total charge = +1



Short version: #two is the most stable of them.



#one
Computed, not measured: a single C2H2N4O molecule, with ωB97M-V/def2-TZVPD.

Last columns: bonded neighbours and bond lengths (Å).
Geometry (Å):
1 C -3.296 0.723 -0.010  N3 1.145, N5 1.343
2 C -1.105 -0.711 -0.245  N4 1.260, N5 1.789, N6 1.323
3 N -3.961 1.587 -0.361  C1 1.145
4 N -1.675 -1.824 -0.395  C2 1.260, O7 1.412
5 N -2.593 -0.229 0.623  C1 1.343, C2 1.789, O7 1.417
6 N 0.133 -0.300 -0.022  C2 1.323, H8 0.980, H9 1.006
7 O -2.941 -1.518 0.150  N4 1.412, N5 1.417
8 H 0.671 -1.055 0.296  N6 0.980
9 H 0.276 0.591 -0.466  N6 1.006



#two
Computed, not measured: a single C2H2N4O molecule, with ωB97M-V/def2-TZVPD.

Last columns: bonded neighbours and bond lengths (Å).
Geometry (Å):
1 C -0.541 0.967 -0.844  H3 1.170, N5 1.364, O9 1.233
2 C -0.136 -0.324 1.072  H4 1.045, N5 1.356, N6 1.339
3 H -0.287 1.622 -1.780  C1 1.170
4 H -0.957 -0.127 1.688  C2 1.045
5 N 0.248 0.088 -0.161  C1 1.364, C2 1.356, N8 1.366
6 N 0.589 -1.449 1.128  C2 1.339, N7 1.382
7 N 1.382 -1.621 0.009  N6 1.382, N8 1.294
8 N 1.274 -0.587 -0.761  N5 1.366, N7 1.294
9 O -1.571 1.432 -0.351  C1 1.233



#three
Computed, not measured: a single C2H2N4O molecule, with ωB97M-V/def2-TZVPD.

Last columns: bonded neighbours and bond lengths (Å).
Geometry (Å):
1 C 1.373 -0.212 0.094  N5 1.410, N8 1.457, O9 1.225
2 C -0.504 0.968 -0.043  H3 1.164, N5 1.316, N6 1.454
3 H -1.141 1.939 -0.116  C2 1.164
4 H -2.090 -0.183 0.080  N6 0.987
5 N 0.808 1.073 -0.047  C1 1.410, C2 1.316
6 N -1.116 -0.340 0.123  C2 1.454, H4 0.987, N7 1.264
7 N -0.578 -1.473 -0.032  N6 1.264, N8 1.234
8 N 0.654 -1.465 -0.095  C1 1.457, N7 1.234
9 O 2.593 -0.307 0.036  C1 1.225



Short version: #three is the most stable of them.